# 1
131
Properties=species:S:1:pos:R:3 method="wB97M-V/def2-TZVPD" de_lowest_ev=0.0000 energy_ev=-226812.2521 charge=-1 lumo_ev=1.5 homo_lumo_gap_ev=5.39
F 3.369 1.130 -1.100
F -0.933 9.572 -9.282
H 3.757 -0.524 6.856
F -1.338 9.142 -5.318
F 1.677 8.999 -8.767
C 1.683 0.631 -5.101
H -1.338 -9.410 2.229
F -2.497 -4.554 4.120
F 1.768 -1.615 -4.376
C -4.316 -3.848 2.866
C 2.894 0.020 4.976
S 1.671 2.190 3.469
H -0.329 8.542 -3.698
F -3.620 -6.423 1.380
H 2.121 1.290 -5.852
F 0.663 6.187 -2.589
H 4.192 5.840 -0.691
H -4.325 1.928 3.755
F 5.540 2.682 -0.567
H 1.705 8.609 -5.331
F -2.066 -6.864 2.850
C 3.418 -0.846 5.869
C -0.213 2.689 7.126
F 3.634 3.617 -0.114
H 4.002 -0.422 -6.483
H -0.203 -8.511 0.049
F 0.186 11.503 -5.059
C 0.729 -1.778 4.771
H 0.350 3.363 7.780
H 5.046 6.220 -2.168
F -1.450 10.162 -3.390
F -2.631 -9.923 0.085
F -1.265 -11.603 -0.236
H -7.829 -5.694 2.621
C -7.041 -5.837 1.880
H 2.586 10.099 -5.122
C -3.482 -5.050 3.324
H 4.480 1.690 -2.663
C -1.157 -10.396 1.792
C 3.296 -1.172 -6.115
O 1.441 0.249 0.985
C 3.013 5.904 -2.527
F -6.183 -6.778 2.314
H 2.406 -11.990 -1.465
H -0.868 3.901 5.490
C -0.638 9.458 -4.210
F 3.487 -0.328 -3.978
F 3.988 -2.271 -5.743
H -2.444 3.181 4.167
H 1.744 1.167 -4.156
H 0.684 2.397 2.587
F -1.034 10.793 -7.470
C 0.581 10.314 -4.558
F 1.456 4.566 -1.361
F 0.296 8.267 -7.259
H -3.445 4.299 5.120
H -0.679 1.940 7.778
F -1.473 -1.282 -7.845
F 1.202 10.562 -3.367
Cl -1.375 -0.953 2.012
H -0.027 -2.106 4.053
O 0.292 0.456 -5.296
C -2.753 -5.859 2.248
H -5.299 2.960 4.790
F 0.085 -10.813 2.113
C 2.308 -11.567 -0.464
H -1.092 -9.063 -1.350
C -1.349 -10.354 0.273
P 1.101 0.021 4.301
H -1.510 4.399 7.052
F -5.457 -4.608 0.599
F 3.496 -11.637 0.177
F -7.273 -3.619 1.268
F 0.623 0.390 -7.521
H -0.524 0.499 6.147
F 2.456 -1.522 -7.109
H -3.891 -3.380 1.978
C 3.775 2.101 -1.939
O 1.609 10.045 -6.844
H 0.876 -1.930 6.956
C -6.312 -4.507 1.630
O -2.486 2.800 6.187
O 0.692 2.124 6.211
F 3.159 7.214 -2.908
C -0.263 0.238 -6.519
C -1.283 3.522 6.428
H -2.047 -5.228 1.702
H 0.288 11.118 -8.928
H 3.491 -1.913 5.673
H -0.802 -1.705 6.356
O -5.719 -4.032 2.757
C 0.170 -2.149 6.155
C -4.376 2.384 4.743
H 0.033 -3.236 6.184
C 4.289 5.563 -1.741
H -4.207 -3.120 3.669
F -2.041 -11.275 2.318
F 1.405 -12.279 0.235
C 4.429 3.218 -1.114
C -0.204 10.296 -8.405
H -4.429 1.579 5.475
Cl 1.691 -2.619 1.646
F 2.693 2.564 -2.605
H 2.187 0.644 0.525
C -0.458 -9.399 -0.531
H 1.687 6.495 -0.910
H 1.122 0.249 6.816
O -2.107 -0.147 4.631
H -2.332 0.576 5.234
O 4.829 4.269 -1.901
C 2.524 -0.638 -4.904
F 2.805 -9.487 -1.344
H -1.779 -1.167 -5.868
H 1.601 -2.410 4.596
F -4.236 -5.876 4.085
P -1.057 0.463 3.483
C 0.850 9.380 -7.762
F -7.587 -6.265 0.717
C 0.536 0.714 6.025
C 1.684 5.822 -1.772
C 1.640 9.689 -5.473
C -0.970 -1.126 -6.598
F -0.100 -2.124 -6.365
O 0.672 -9.956 -1.178
F 1.915 -9.491 0.637
C 1.880 -10.092 -0.561
H 3.492 0.873 4.649
C -3.144 3.250 5.006
F -1.229 1.172 -6.698
F 2.954 5.171 -3.658
P 2.107 -0.586 2.248


# 2
93
Properties=species:S:1:pos:R:3 method="wB97M-V/def2-TZVPD" de_lowest_ev=1.7125 energy_ev=-208812.8773 charge=+1 lumo_ev=-3.0 homo_lumo_gap_ev=6.26
C 0.510 -3.796 -0.685
C -4.494 -3.508 3.303
H -1.912 0.970 -5.845
C 1.133 0.783 -1.260
C -4.703 0.102 0.493
C 1.908 -4.690 -2.478
C -0.477 -4.431 -2.791
Sb -0.056 2.913 -3.106
C 0.803 -4.775 -3.275
Cl 1.280 -0.042 3.275
H -0.770 -3.436 4.225
H 3.837 -4.443 -0.563
H -2.266 5.486 -1.418
H -3.468 1.571 -2.904
C -2.293 -2.496 3.067
H 1.161 6.265 -3.975
C -0.983 3.676 2.107
H -3.712 4.514 -1.269
H -1.572 0.042 -4.371
O -1.437 -1.626 2.588
H -2.670 -4.022 -1.492
N 0.331 -3.242 0.545
C 2.644 -3.637 1.013
C 1.772 -4.207 -1.154
C -2.103 4.765 -4.883
C -3.061 5.010 -1.986
C -4.282 -1.464 1.941
Cl -2.210 2.449 0.014
N -1.890 -3.644 -0.975
C -5.882 -0.169 1.105
Cl 1.774 2.623 4.792
C 0.376 1.375 2.825
Si 0.442 1.301 -5.106
H -3.636 2.063 -4.592
H 2.496 5.210 -4.465
C -2.651 -4.428 4.503
H -3.632 5.791 -2.497
Se 2.357 -0.173 -0.488
C -1.152 2.466 1.441
H 0.131 3.078 -6.823
H -2.248 -5.162 5.190
Si -2.482 3.836 -3.301
Cl 0.190 5.187 4.010
N 0.257 1.373 -1.802
H 2.010 -0.502 -5.380
H 3.923 4.279 -1.300
H 2.735 0.709 -4.318
H 2.769 6.511 -3.306
C -1.821 -3.472 3.970
Si 1.698 4.626 -2.184
C -0.078 3.716 3.164
H -3.026 5.232 -5.237
C -4.005 -4.465 4.161
H 3.448 -3.573 1.733
C -0.645 -3.966 -1.511
H -6.868 0.241 0.984
H -5.540 -3.549 3.019
H 3.558 2.982 -2.443
H -4.656 -5.233 4.555
H -4.669 2.779 -3.350
N -3.713 -0.699 1.020
H -0.960 -0.515 -5.924
H 1.844 2.854 -6.441
H -1.378 5.568 -4.729
H 1.164 -2.734 2.327
H 2.883 -4.995 -2.836
C 1.809 0.182 -4.550
H 1.531 -0.420 -3.684
C -3.660 2.419 -3.563
Cl -1.859 5.095 1.659
C 0.857 5.475 -0.769
H -1.738 4.119 -5.685
C 2.854 -4.117 -0.246
C -1.159 0.377 -5.324
H -1.344 -4.575 -3.425
H -0.160 5.789 -0.994
C -3.672 -2.507 2.761
N -5.600 -1.157 2.018
C 0.623 2.559 3.518
C 2.055 5.747 -3.624
H 0.894 -5.149 -4.287
H -1.963 -3.841 0.014
C 0.894 2.336 -6.583
Pb -1.245 -0.756 0.610
H -6.243 -1.553 2.682
H 1.000 1.682 -7.453
H 1.426 6.371 -0.504
C 3.139 3.597 -1.645
H 2.879 2.944 -0.811
C -0.524 1.291 1.774
C 1.353 -3.185 1.360
H 0.824 4.827 0.109
H -4.501 0.823 -0.277


# 3
90
Properties=species:S:1:pos:R:3 method="wB97M-V/def2-TZVPD" de_lowest_ev=0.0000 energy_ev=-171273.5355 charge=+4 lumo_ev="-12.1 / -12.1" homo_lumo_gap_ev="5.04 / 5.03"
H -3.876 2.854 1.031
C -3.069 5.605 -1.368
C -1.907 -0.006 -1.740
N 0.893 -4.544 10.198
C 3.596 -2.554 -1.744
F 2.521 -1.523 6.005
C 1.759 2.727 -2.588
H -2.035 0.476 1.706
C 1.769 1.073 1.802
Y 0.819 -0.247 -0.224
H -4.098 2.397 -1.823
C 3.261 -1.017 -3.732
N -0.388 -1.467 1.233
C 2.236 -3.187 -1.993
C 3.716 -1.133 -2.271
C -1.772 3.497 -1.100
N 1.779 -1.785 -5.550
C -2.205 1.469 1.291
C 0.958 -3.039 6.996
H 3.846 -2.594 -0.680
H 4.773 -0.859 -2.273
C -5.318 4.132 -2.108
C 1.918 2.182 0.740
C -4.140 3.483 -1.787
H 2.537 -2.336 -5.971
H -1.461 0.242 -2.709
N 3.019 -0.156 -1.361
H -0.274 5.063 -0.991
C -0.671 -2.067 2.199
C 1.842 -3.113 -3.468
H 0.899 -2.234 -5.826
C 1.057 2.144 -3.808
H 1.801 -0.861 -5.993
F -0.749 -4.521 7.697
H 1.794 3.816 -2.682
C -3.002 4.207 -1.419
Ge -1.637 1.596 -0.593
H 4.053 -1.485 -4.326
H -4.018 1.794 2.428
H 1.614 3.094 1.261
H 0.720 0.817 2.041
C 0.749 -2.199 4.721
H -4.326 1.158 0.818
H 0.299 -2.996 -1.297
H -4.300 7.332 -1.635
N 1.205 -2.574 -1.081
H 4.354 -3.168 -2.236
H -1.310 -0.838 -1.297
H 1.403 -2.981 -0.163
N -3.262 -4.049 2.469
C -2.328 -3.529 2.891
C 2.826 -2.369 8.452
N 3.783 -1.778 8.689
C 1.937 -1.707 -4.041
H 2.374 0.153 1.653
C -4.248 6.253 -1.683
H -3.954 0.209 -2.395
C -0.533 4.014 -0.902
H 0.970 1.052 -3.753
H 0.046 2.541 -3.912
C -5.370 5.518 -2.055
H -2.210 6.190 -1.067
H 2.153 1.418 2.764
H 2.810 2.434 -2.517
C -0.925 -3.719 5.558
H -3.786 -0.764 -0.930
C -1.119 -2.849 3.248
H -6.291 6.030 -2.301
C -3.335 -0.535 -1.895
H 0.842 -3.528 -3.620
C 1.195 -3.884 9.305
C -0.453 -2.925 4.482
H 2.971 2.318 0.488
H 3.025 0.752 -1.830
H -6.194 3.567 -2.396
C 1.626 -3.098 8.199
H -1.606 2.189 1.853
H 2.296 -4.247 -1.744
H 3.665 -0.014 -0.580
Ge 0.733 2.583 -0.900
H 1.598 2.405 -4.719
F -2.035 -4.411 5.398
H 1.090 -1.100 -3.713
H -3.361 -1.442 -2.498
C -0.262 -3.776 6.747
F 1.206 -1.440 3.697
H 3.227 0.032 -4.042
H 2.533 -3.773 -4.002
C -3.694 1.841 1.388
C 1.425 -2.233 5.887